Record 1
Here is 8 unconnected molecules or ions with the total composition C20H58ClO10P2S8 in a non-equilibrium geometry from the Open Molecules 2025 dataset. Energies are from wB97M-V/def2-TZVPD.

```
! wB97M-V def2-TZVPD RIJCOSX def2/J DEFGRID3
* xyz -1 1
C 6.098 -0.938 1.920
C 5.377 -0.026 0.877
C 4.104 -0.633 0.227
C 4.581 -1.748 -0.757
P 2.873 -1.408 1.489
C 1.595 -2.366 2.609
C 1.766 -3.856 2.393
O 1.021 -4.470 1.745
Cl 3.149 -4.774 3.124
P 1.482 0.380 1.333
O 0.835 0.529 -0.192
O 0.220 0.399 2.427
S 2.483 2.056 1.632
H 5.824 -0.643 2.945
H 7.184 -0.738 1.834
H 5.967 -2.014 1.746
H 6.104 0.131 0.051
H 5.204 0.967 1.322
H 3.560 0.133 -0.358
H 4.954 -1.307 -1.696
H 3.789 -2.484 -0.977
H 5.413 -2.294 -0.280
H 2.223 -2.047 0.337
H 3.805 -2.510 1.662
H 3.491 -0.754 2.620
H 1.823 -2.119 3.663
H 0.545 -2.166 2.358
H 0.554 1.460 -0.255
H 0.575 0.409 3.330
C 1.500 5.628 4.591
S 2.068 5.459 2.890
O 3.555 5.539 2.908
C 1.455 7.060 2.331
H 1.814 4.743 5.142
H 1.941 6.517 5.044
H 0.412 5.697 4.604
H 1.900 7.858 2.929
H 0.368 7.083 2.421
H 1.733 7.189 1.286
C -4.181 0.145 -1.160
S -2.428 0.522 -1.333
O -2.325 1.764 -2.154
C -2.040 -0.862 -2.410
H -4.635 0.920 -0.544
H -4.657 0.130 -2.141
H -4.297 -0.823 -0.669
H -2.655 -0.802 -3.306
H -2.224 -1.799 -1.884
H -0.987 -0.800 -2.680
C -1.237 -2.737 7.092
S 0.534 -2.433 7.077
O 0.770 -1.256 6.196
C 0.946 -3.906 6.131
H -1.725 -1.907 7.602
H -1.590 -2.798 6.060
H -1.449 -3.664 7.625
H 0.419 -3.893 5.176
H 0.670 -4.794 6.702
H 2.020 -3.909 5.953
C 4.608 7.239 -2.446
S 3.786 7.236 -0.845
O 2.553 8.064 -0.979
C 5.016 8.241 0.001
H 3.983 6.690 -3.149
H 4.737 8.264 -2.796
H 5.575 6.744 -2.358
H 5.119 9.202 -0.504
H 5.970 7.713 0.011
H 4.679 8.399 1.024
C -4.875 -0.410 -7.043
S -4.062 0.013 -5.498
O -4.904 -0.532 -4.393
C -4.375 1.782 -5.582
H -4.824 -1.492 -7.161
H -5.918 -0.091 -7.013
H -4.357 0.072 -7.873
H -5.449 1.965 -5.642
H -3.871 2.198 -6.455
H -3.975 2.240 -4.678
C -5.971 -5.134 -6.306
S -4.219 -4.775 -6.497
O -4.108 -3.525 -7.297
C -3.862 -6.150 -7.603
H -6.409 -4.363 -5.674
H -6.460 -5.127 -7.281
H -6.093 -6.107 -5.829
H -4.484 -6.078 -8.495
H -4.050 -7.090 -7.084
H -2.812 -6.096 -7.885
C -2.177 -3.059 1.891
S -2.874 -2.190 3.303
O -2.966 -3.170 4.427
C -4.529 -2.008 2.616
H -1.143 -3.312 2.119
H -2.742 -3.973 1.705
H -2.206 -2.409 1.016
H -4.943 -2.990 2.382
H -4.482 -1.394 1.717
H -5.155 -1.516 3.359
*
```

For the HOMO-LUMO gap, the calculation gives 6.1 eV. The calculation puts the HOMO energy at -4.35 eV. The calculation puts the LUMO energy at 1.709 eV.



Record 2
Here is a molecular structure, C30H39GeN2O2ReS3 from the Open Molecules 2025 dataset. Energies are from wB97M-V/def2-TZVPD.

```
! wB97M-V def2-TZVPD RIJCOSX def2/J DEFGRID3
* xyz 1 2
Re 0.221 -1.011 -0.134
C -2.714 -2.585 1.341
C -2.399 -1.424 2.264
S -0.878 -0.503 1.833
C 0.245 -0.916 3.207
C 0.977 -2.222 3.028
S 1.660 -2.363 1.313
C 1.005 -3.991 0.839
C -0.437 -3.997 0.328
S -1.718 -4.078 1.614
H -2.612 -2.277 0.298
H -3.749 -2.896 1.487
H -2.326 -1.746 3.303
H -3.197 -0.680 2.191
H -0.326 -0.908 4.136
H 0.933 -0.069 3.235
H 0.312 -3.068 3.183
H 1.827 -2.291 3.704
H 1.110 -4.656 1.697
H 1.659 -4.370 0.057
H -0.558 -4.882 -0.301
H -0.652 -3.145 -0.343
N 2.346 -2.581 -3.963
C 1.289 -3.589 -4.299
C 0.893 -4.289 -3.006
N 2.015 -4.882 -2.302
C 3.104 -3.943 -2.081
C 3.550 -3.223 -3.346
H 1.947 -1.898 -3.257
H 2.612 -2.062 -4.798
H 1.712 -4.279 -5.029
H 0.452 -3.055 -4.747
H 0.149 -5.054 -3.223
H 0.416 -3.541 -2.366
H 2.334 -5.732 -2.749
H 3.958 -4.466 -1.652
H 2.773 -3.199 -1.348
H 3.970 -3.913 -4.078
H 4.277 -2.441 -3.132
O 1.020 1.268 -1.738
C 1.515 0.313 -2.402
O 1.367 -0.897 -2.082
H 2.089 0.607 -3.282
C 0.222 0.821 -0.538
Ge -0.506 2.422 0.337
C -2.428 2.145 0.595
C -3.147 2.935 1.492
C -4.509 2.738 1.684
C -5.178 1.755 0.968
C -4.481 0.977 0.053
C -3.118 1.172 -0.128
C -0.266 3.975 -0.819
C 0.255 5.170 -0.326
C 0.367 6.289 -1.143
C -0.045 6.226 -2.465
C -0.574 5.044 -2.968
C -0.683 3.931 -2.149
C 0.422 2.730 2.032
C -0.183 2.581 3.278
C 0.541 2.762 4.450
C 1.889 3.086 4.393
C 2.509 3.235 3.160
C 1.777 3.061 1.993
H -2.648 3.723 2.045
H -5.050 3.357 2.388
H -6.240 1.605 1.114
H -5.003 0.223 -0.524
H -2.575 0.548 -0.831
H 0.578 5.237 0.707
H 0.773 7.210 -0.744
H 0.038 7.098 -3.102
H -0.908 4.995 -3.997
H -1.108 3.017 -2.553
H -1.231 2.310 3.341
H 0.051 2.651 5.410
H 2.453 3.229 5.306
H 3.559 3.493 3.107
H 2.275 3.188 1.036
*
```

For the HOMO-LUMO gap (alpha / beta), the calculation gives 6.5 / 6.4 eV. As for the energy above the lowest of the compared OMol25 structures with the same formula, charge and spin: 27.34 kcal per mole. The calculation puts the HOMO energy (alpha / beta) at -9.17 / -9.04 eV. The calculation puts the LUMO energy (alpha / beta) at -2.641 / -2.667 eV. As for the expectation value of S²: 0.758.



Record 3
Here is 2 unconnected molecules or ions with the total composition C5H15NO in a non-equilibrium geometry from the Open Molecules 2025 dataset. Energies are from wB97M-V/def2-TZVPD.

```
! wB97M-V def2-TZVPD RIJCOSX def2/J DEFGRID3
* xyz -1 2
C 0.091 -2.483 -0.976
C -0.533 -2.240 0.412
N -0.190 -1.004 1.097
C 1.211 -0.678 1.091
C 1.811 -0.077 -0.164
C -1.059 0.116 0.844
H 1.135 -2.771 -0.833
H 0.049 -1.608 -1.605
H -0.440 -3.309 -1.440
H -1.627 -2.296 0.357
H -0.161 -3.016 1.085
H 1.352 0.072 1.875
H 1.892 -1.429 1.472
H 2.146 0.947 -0.043
H 2.582 -0.671 -0.653
H 1.060 0.036 -0.951
H -0.490 1.037 0.791
H -1.559 0.069 -0.128
H -1.806 0.340 1.598
H -2.081 6.234 -0.517
H -1.529 6.755 -1.891
O -1.857 5.975 -1.423
*
```

For the HOMO-LUMO gap (alpha / beta), the calculation gives 1.9 / 8.7 eV. As for the energy above the lowest of the compared OMol25 structures with the same formula, charge and spin: 31.68 kcal per mole. The calculation puts the HOMO energy (alpha / beta) at 1.37 / -5.52 eV. The calculation puts the LUMO energy (alpha / beta) at 3.274 / 3.215 eV. As for the expectation value of S²: 0.750.



Record 4
Here is a single C20H33N5O4 molecule from the Open Molecules 2025 dataset. Energies are from wB97M-V/def2-TZVPD.

```
! wB97M-V def2-TZVPD RIJCOSX def2/J DEFGRID3
* xyz 0 1
C -4.039 2.741 -4.690
C -3.760 2.692 -3.205
O -2.396 2.362 -3.022
C -1.965 2.366 -1.675
C -2.393 1.093 -0.949
C -1.809 1.057 0.458
N -0.362 1.190 0.405
C 0.508 0.172 0.602
O 1.704 0.272 0.377
C -0.073 -1.154 1.109
O 0.979 -2.037 1.379
C 0.851 -3.332 0.807
C 0.985 -3.294 -0.732
C 2.524 -3.418 -0.552
N 3.189 -2.136 -0.530
C 3.900 -1.691 -1.591
O 4.184 -2.378 -2.562
C 4.316 -0.235 -1.516
C 3.476 0.576 -2.513
C 3.925 1.994 -2.600
N 3.360 3.028 -1.999
C 4.164 4.061 -2.352
N 5.175 3.739 -3.126
N 5.009 2.406 -3.280
C 5.938 1.645 -4.085
C 2.247 -3.969 0.869
C 0.088 2.422 -0.237
C -0.450 2.537 -1.665
C -0.034 3.869 -2.273
H -5.082 3.002 -4.871
H -3.405 3.486 -5.171
H -3.839 1.773 -5.147
H -3.966 3.665 -2.739
H -4.408 1.951 -2.722
H -2.408 3.235 -1.157
H -3.482 1.027 -0.894
H -2.035 0.232 -1.522
H -2.203 1.893 1.047
H -2.095 0.146 0.976
H -0.654 -0.986 2.022
H -0.755 -1.555 0.350
H 0.003 -3.867 1.244
H 0.558 -4.186 -1.190
H 0.622 -2.407 -1.253
H 3.052 -4.059 -1.252
H 2.815 -1.436 0.104
H 4.189 0.179 -0.516
H 5.371 -0.188 -1.787
H 3.522 0.097 -3.493
H 2.436 0.582 -2.189
H 3.997 5.078 -2.035
H 5.626 0.604 -4.104
H 5.954 2.039 -5.099
H 6.937 1.714 -3.658
H 2.889 -3.617 1.674
H 2.198 -5.056 0.872
H -0.276 3.266 0.360
H 1.176 2.446 -0.240
H -0.022 1.716 -2.253
H -0.438 4.698 -1.685
H 1.052 3.952 -2.285
H -0.410 3.962 -3.291
*
```

For the HOMO-LUMO gap, the calculation gives 9.7 eV. The SMILES is CCO[C@H]1CCN(C(=O)CO[C@H]2C[C@@H](NC(=O)CCc3ncnn3C)C2)C[C@@H]1C. As for the energy above the lowest of the compared OMol25 structures with the same formula, charge and spin: 0.00 kcal per mole. The calculation puts the HOMO energy at -9.11 eV. The calculation puts the LUMO energy at 0.580 eV.



Number 1: electronic energy -5877.45056 hartree. Number 2: electronic energy -4775.98752 hartree. Number 3: electronic energy -329.40269 hartree. Number 4: electronic energy -1356.65780 hartree.